(1)
Computed, not measured: a molecular structure, C35H29AlAsNO3S2SbSe4, with ωB97M-V/def2-TZVPD.

Geometry (Å):
Al -0.29 -1.76 -1.15
O -3.52 -0.04 -0.16
S -2.37 -0.10 0.75
O -1.75 1.20 0.96
N -1.28 -1.19 0.34
C -1.62 -2.48 0.93
S -1.05 -3.79 0.10
C -2.38 -2.28 2.12
C -2.74 -3.16 3.15
C -3.51 -2.69 4.20
C -3.95 -1.36 4.26
C -3.61 -0.48 3.25
C -2.83 -0.95 2.21
H -2.41 -4.19 3.13
H -3.78 -3.37 5.00
H -4.54 -1.02 5.10
H -3.94 0.55 3.26
C -3.14 5.38 -3.43
C -2.95 3.91 -3.22
C -4.03 3.03 -3.33
C -3.88 1.67 -3.12
C -5.10 0.79 -3.18
C -2.60 1.18 -2.80
C -2.50 -0.25 -2.60
O -1.48 -0.87 -2.27
C -1.50 2.05 -2.65
C -0.14 1.60 -2.21
C -1.71 3.40 -2.88
H -3.97 5.58 -4.10
H -2.24 5.84 -3.83
H -3.37 5.87 -2.47
H -5.01 3.43 -3.57
H -5.98 1.40 -3.38
H -5.25 0.26 -2.23
H -5.03 0.05 -3.98
H -3.38 -0.85 -2.82
H 0.26 0.78 -2.82
H -0.19 1.25 -1.18
H 0.56 2.43 -2.24
H -0.86 4.08 -2.78
C 3.24 3.51 -1.27
C 3.55 2.35 -1.97
C 3.15 1.11 -1.48
C 2.45 1.03 -0.27
C 2.15 2.19 0.43
C 2.54 3.43 -0.07
As 1.84 -0.74 0.30
C 1.73 -0.54 2.21
C 0.70 0.02 2.95
C 0.79 0.02 4.34
C 1.90 -0.53 4.97
C 2.93 -1.08 4.22
C 2.85 -1.09 2.83
C 3.86 -1.66 1.92
C 5.05 -2.28 2.30
C 5.89 -2.82 1.33
C 5.55 -2.76 -0.01
C 4.37 -2.14 -0.41
C 3.55 -1.59 0.56
H 3.55 4.47 -1.66
H 4.09 2.40 -2.90
H 3.37 0.21 -2.04
H 1.60 2.14 1.36
H 2.30 4.33 0.47
H -0.17 0.44 2.46
H -0.02 0.44 4.93
H 1.96 -0.53 6.05
H 3.78 -1.52 4.73
H 5.32 -2.35 3.35
H 6.80 -3.31 1.63
H 6.17 -3.23 -0.76
H 4.08 -2.15 -1.45
Se 4.02 -5.20 -2.41
Sb 1.72 -4.73 -1.95
Se 1.21 -2.36 -2.84
Se 1.32 -4.26 0.53
Se -0.07 -6.11 -2.71

Its LUMO energy is 0.0396 Ha. Its HOMO-LUMO gap is 5.06 eV. For the energy relative to the best compared isomer or geometry (same formula, charge and spin), the calculation gives 37.2 kcal per mole. As for the total charge: -1.

---

(2)
Computed, not measured: a molecular structure, C35H29AsFN2OPtS at a distorted geometry, with ωB97M-V/def2-TZVPD.

Geometry (Å):
Pt -0.10 -0.30 -0.29
N -2.29 3.56 -0.59
C -1.68 2.38 -0.78
O -1.43 1.67 0.19
C -1.36 2.02 -2.22
C -0.76 0.65 -2.39
H -2.51 3.84 0.35
H -2.50 4.19 -1.35
H -0.67 2.78 -2.59
H -2.30 2.13 -2.77
H 0.19 0.66 -2.92
H -1.44 -0.10 -2.80
N 3.66 -6.42 -1.82
C 3.17 -5.43 -1.54
C 2.53 -4.21 -1.19
C 2.25 -3.92 0.14
C 1.57 -2.76 0.47
C 1.14 -1.89 -0.53
C 1.49 -2.16 -1.86
C 2.17 -3.31 -2.19
H 2.57 -4.60 0.92
H 1.36 -2.56 1.52
H 1.22 -1.46 -2.65
H 2.43 -3.52 -3.22
C 0.56 -1.80 7.12
C -0.16 -2.57 6.22
C -0.29 -2.14 4.91
C 0.28 -0.95 4.49
C 0.97 -0.17 5.41
C 1.12 -0.60 6.72
As 0.00 -0.40 2.60
C 1.57 0.70 2.33
C 2.79 0.44 2.91
C 3.88 1.31 2.75
C 3.73 2.48 2.00
C 2.58 2.75 1.32
C 1.45 1.78 1.29
C -1.34 0.94 3.05
C -1.04 2.10 3.74
C -2.04 2.99 4.09
C -3.36 2.72 3.75
C -3.67 1.56 3.07
C -2.67 0.67 2.73
H 0.69 -2.15 8.14
H -0.61 -3.50 6.54
H -0.85 -2.74 4.20
H 1.41 0.77 5.11
H 1.67 0.00 7.43
H 2.90 -0.43 3.55
H 4.82 1.08 3.23
H 4.56 3.17 1.95
H 2.47 3.64 0.73
H 0.48 2.30 1.44
H -0.01 2.32 4.01
H -1.80 3.89 4.63
H -4.14 3.43 4.01
H -4.70 1.34 2.81
H -2.91 -0.24 2.19
F -5.43 -3.49 0.13
C -4.28 -2.78 0.06
C -3.13 -3.29 0.62
C -1.96 -2.55 0.53
C -1.92 -1.33 -0.14
C -3.11 -0.83 -0.65
C -4.29 -1.54 -0.57
H -3.14 -4.24 1.13
H -1.06 -2.97 0.98
H -3.14 0.14 -1.13
H -5.21 -1.15 -0.98
S 2.78 0.97 -1.03
C 1.41 1.17 -0.09

Its LUMO energy (alpha / beta) is -0.0591 / -0.0582 Ha. Its HOMO-LUMO gap (alpha / beta) is 5.40 / 5.57 eV. The expectation value of S² is 0.79. For the energy relative to the best compared isomer or geometry (same formula, charge and spin), the calculation gives 16.5 kcal per mole. The spin multiplicity is 2.

---

(3)
Computed, not measured: a molecular structure, C35H29BrMnN6S at a distorted geometry, with ωB97M-V/def2-TZVPD.

Geometry (Å):
Mn 15.23 11.82 11.04
N 15.21 12.75 13.32
N 16.52 12.71 13.94
C 17.57 12.13 13.38
N 18.67 12.12 14.16
S 17.62 11.70 11.73
H 15.04 13.77 13.20
H 14.64 12.46 14.14
H 16.67 13.22 14.82
H 18.65 12.47 15.11
H 19.56 11.83 13.80
Br 15.51 19.14 11.99
C 15.13 17.33 11.55
C 13.90 16.71 11.81
C 13.67 15.39 11.41
C 14.57 14.77 10.49
C 15.72 15.43 10.10
C 16.08 16.67 10.76
N 14.39 13.42 10.01
C 13.40 13.29 9.21
C 13.95 10.83 8.63
C 13.67 9.84 7.67
C 14.40 8.66 7.60
C 15.32 8.38 8.65
C 15.55 9.37 9.57
N 14.86 10.57 9.63
H 13.11 17.32 12.28
H 12.71 14.90 11.64
H 16.39 14.97 9.43
H 17.02 17.15 10.60
H 12.77 14.15 8.98
H 12.77 9.95 7.06
H 14.20 7.89 6.89
H 15.88 7.47 8.62
H 16.22 9.17 10.37
C 13.14 12.09 8.46
C 12.35 12.33 7.39
C 11.85 12.63 6.20
C 10.57 12.02 5.78
C 10.06 10.94 6.54
C 8.84 10.41 6.25
C 8.18 10.80 5.12
C 8.75 11.71 4.20
C 10.04 12.22 4.51
C 12.28 13.90 5.57
C 13.65 14.24 5.49
C 14.05 15.50 5.10
C 13.07 16.42 4.70
C 11.71 16.09 4.68
C 11.33 14.80 5.15
H 10.58 10.71 7.46
H 8.46 9.59 6.86
H 7.17 10.35 4.93
H 8.35 11.93 3.19
H 10.59 12.86 3.76
H 14.40 13.63 5.92
H 15.10 15.74 5.26
H 13.40 17.45 4.47
H 10.96 16.83 4.29
H 10.27 14.53 5.34
N 13.58 11.03 11.91
C 12.57 10.84 12.49
C 11.28 10.78 13.03
C 10.55 11.96 13.12
C 9.29 11.97 13.71
C 8.76 10.78 14.28
C 9.51 9.62 14.22
C 10.70 9.58 13.56
H 11.07 12.85 12.82
H 8.75 12.93 13.67
H 7.70 10.77 14.67
H 9.06 8.63 14.61
H 11.13 8.62 13.36

Its LUMO energy (alpha / beta) is -0.2004 / -0.2095 Ha. Its HOMO-LUMO gap (alpha / beta) is 7.32 / 7.06 eV. The expectation value of S² is 3.77. For the energy relative to the best compared isomer or geometry (same formula, charge and spin), the calculation gives 0.0 kcal per mole. The spin multiplicity is 4. As for the total charge: +2.

---

(4)
Computed, not measured: a molecular structure, C35H29BrN7O4STc at a distorted geometry, with ωB97M-V/def2-TZVPD.

Geometry (Å):
Tc 0.91 0.34 1.05
C -2.73 2.04 3.30
C -1.74 1.06 2.78
N -0.53 1.39 2.41
N -0.15 2.68 2.66
C 1.12 3.09 2.67
N 1.42 4.29 3.16
S 2.34 2.07 2.07
C -2.12 -0.35 2.73
C -3.45 -0.77 2.75
C -3.73 -2.12 2.84
C -2.68 -3.02 2.93
C -1.39 -2.52 2.86
N -1.12 -1.23 2.74
H -2.30 2.76 3.99
H -3.53 1.54 3.85
H -3.18 2.58 2.46
H -0.89 3.34 2.91
H 0.72 4.92 3.51
H 2.38 4.60 3.18
H -4.26 -0.06 2.66
H -4.76 -2.46 2.88
H -2.86 -4.08 3.04
H -0.53 -3.18 2.93
O -5.15 -2.04 -3.81
C -4.41 -1.01 -3.46
O -4.59 0.10 -3.86
C -3.27 -1.24 -2.48
C -2.28 -2.19 -2.67
C -1.20 -2.25 -1.81
C -1.10 -1.37 -0.73
C -2.11 -0.42 -0.55
C -3.17 -0.34 -1.42
N -0.05 -1.39 0.19
C 0.54 -2.49 0.53
C 1.54 -2.46 1.57
C 2.23 -3.60 1.99
C 3.13 -3.51 3.04
C 3.30 -2.28 3.65
C 2.60 -1.18 3.17
N 1.75 -1.24 2.15
H -4.97 -2.88 -3.36
H -2.32 -2.88 -3.51
H -0.42 -2.98 -2.00
H -2.06 0.25 0.29
H -3.93 0.41 -1.30
H 0.25 -3.45 0.10
H 2.06 -4.54 1.49
H 3.68 -4.38 3.37
H 3.99 -2.16 4.48
H 2.74 -0.21 3.63
N 2.38 -0.05 -0.18
C 3.33 0.02 -0.83
C 4.49 0.05 -1.59
C 4.42 0.32 -2.97
C 5.58 0.36 -3.71
C 6.81 0.12 -3.10
C 6.89 -0.13 -1.73
C 5.74 -0.17 -0.97
H 3.46 0.50 -3.43
H 5.53 0.56 -4.77
H 7.71 0.12 -3.69
H 7.84 -0.29 -1.27
H 5.78 -0.36 0.09
Br -3.62 3.67 -0.85
C -2.58 2.97 -2.27
C -3.09 3.02 -3.56
C -2.35 2.47 -4.60
C -1.12 1.88 -4.36
C -0.61 1.85 -3.07
C -1.33 2.39 -2.01
C -0.81 2.30 -0.62
O -1.37 2.86 0.32
O 0.21 1.55 -0.45
H -4.05 3.46 -3.75
H -2.76 2.49 -5.60
H -0.56 1.45 -5.18
H 0.36 1.41 -2.88

Its LUMO energy (alpha / beta) is -0.3506 / -0.4034 Ha. Its HOMO-LUMO gap (alpha / beta) is 5.61 / 4.17 eV. The expectation value of S² is 3.78. The spin multiplicity is 4. As for the total charge: +3.

---

(5)
Computed, not measured: a molecular structure, C35H29MnN3P2S2 at a distorted geometry, with ωB97M-V/def2-TZVPD.

Geometry (Å):
Mn 0.04 0.11 -1.62
S -1.03 -1.99 -1.40
P -0.88 -1.10 0.43
C 0.04 0.36 0.50
P 1.75 0.15 0.37
S 2.48 -0.11 -1.50
C 2.44 1.74 0.91
C 3.64 1.84 1.60
C 4.10 3.09 1.98
C 3.38 4.23 1.66
C 2.21 4.13 0.92
C 1.75 2.88 0.54
C 2.49 -1.09 1.47
C 2.39 -0.86 2.84
C 2.88 -1.81 3.72
C 3.44 -2.98 3.24
C 3.51 -3.21 1.88
C 3.03 -2.27 0.99
C -2.56 -0.56 0.85
C -2.76 0.59 1.61
C -4.05 1.02 1.88
C -5.13 0.30 1.42
C -4.93 -0.87 0.70
C -3.65 -1.29 0.40
C -0.56 -2.42 1.66
C -0.19 -3.69 1.26
C 0.03 -4.67 2.21
C -0.11 -4.37 3.55
C -0.47 -3.10 3.95
C -0.69 -2.11 3.01
H 4.20 0.95 1.85
H 5.02 3.17 2.54
H 3.74 5.20 1.97
H 1.67 5.02 0.64
H 0.84 2.78 -0.04
H 1.95 0.06 3.19
H 2.84 -1.63 4.79
H 3.83 -3.72 3.93
H 3.95 -4.13 1.51
H 3.10 -2.43 -0.08
H -1.90 1.13 2.00
H -4.21 1.93 2.44
H -6.14 0.64 1.62
H -5.78 -1.45 0.37
H -3.48 -2.19 -0.18
H -0.09 -3.91 0.20
H 0.31 -5.67 1.89
H 0.05 -5.15 4.29
H -0.58 -2.88 5.00
H -0.98 -1.11 3.30
N -1.07 1.91 -4.37
C -0.38 0.76 -4.69
C -0.40 0.38 -6.04
C 0.31 -0.72 -6.45
C 0.97 -1.46 -5.47
C 0.93 -1.04 -4.16
N 0.30 0.08 -3.74
C -1.51 2.43 -3.18
C -2.38 3.52 -3.28
C -2.88 4.14 -2.16
C -2.51 3.60 -0.92
C -1.66 2.52 -0.89
N -1.12 1.91 -1.98
H -1.48 2.35 -5.18
H -0.95 0.98 -6.75
H 0.35 -1.00 -7.49
H 1.52 -2.35 -5.73
H 1.45 -1.60 -3.40
H -2.62 3.90 -4.26
H -3.53 5.00 -2.23
H -2.86 4.01 0.01
H -1.36 2.11 0.06

Its LUMO energy (alpha / beta) is 0.0069 / 0.0028 Ha. Its HOMO-LUMO gap (alpha / beta) is 6.13 / 7.37 eV. The expectation value of S² is 8.76. For the energy relative to the best compared isomer or geometry (same formula, charge and spin), the calculation gives 0.0 kcal per mole. The spin multiplicity is 6.

---

(6)
Computed, not measured: a molecular structure, C35H29N4O4Sn, with ωB97M-V/def2-TZVPD.

Geometry (Å):
Sn 1.48 1.24 -1.22
O -0.01 5.22 -0.67
C 0.17 4.03 -0.64
N 1.38 3.36 -0.57
C 2.55 4.07 -0.32
O 2.66 5.25 -0.10
C 3.79 3.21 -0.28
C 4.98 3.78 0.14
C 6.12 2.99 0.19
C 6.03 1.66 -0.20
C 4.81 1.18 -0.62
N 3.71 1.94 -0.65
C -1.03 3.11 -0.64
C -2.30 3.66 -0.56
C -3.39 2.81 -0.51
C -3.18 1.44 -0.54
C -1.88 0.97 -0.64
N -0.83 1.79 -0.70
H 4.98 4.83 0.42
H 7.06 3.41 0.52
H 6.90 1.01 -0.19
H 4.69 0.15 -0.95
H -2.39 4.74 -0.53
H -4.39 3.21 -0.44
H -4.00 0.74 -0.49
H -1.67 -0.09 -0.69
N 1.52 0.50 0.82
C 1.35 -0.36 1.72
C 1.41 0.11 3.14
C 1.89 -0.69 4.17
C 1.92 -0.21 5.47
C 1.48 1.08 5.74
C 1.03 1.90 4.71
C 1.00 1.42 3.41
C 1.05 -1.81 1.45
C 1.56 -2.47 0.35
C 0.93 -3.76 -0.07
C 0.45 -4.55 1.10
C 0.09 -3.92 2.24
C 0.22 -2.50 2.35
H 2.26 -1.69 3.96
H 2.29 -0.84 6.26
H 1.50 1.45 6.76
H 0.70 2.90 4.92
H 0.65 2.05 2.60
H 2.40 -2.07 -0.20
H 1.59 -4.33 -0.72
H 0.26 -5.60 0.95
H -0.35 -4.47 3.06
H -0.28 -1.99 3.15
C -5.50 -0.38 -3.34
C -4.22 -1.05 -2.92
C -4.03 -1.52 -1.63
C -2.84 -2.10 -1.22
C -2.74 -2.57 0.22
C -1.78 -2.19 -2.14
C -1.97 -1.77 -3.48
C -0.92 -1.96 -4.55
C -3.18 -1.22 -3.84
C -0.41 -2.56 -1.71
O -0.33 -3.56 -0.84
O 0.58 -1.98 -2.12
H -6.22 -0.35 -2.52
H -5.95 -0.92 -4.18
H -5.30 0.64 -3.67
H -4.84 -1.43 -0.92
H -3.66 -2.30 0.75
H -1.90 -2.12 0.74
H -2.63 -3.65 0.26
H -0.20 -2.72 -4.30
H -0.37 -1.03 -4.71
H -1.41 -2.22 -5.49
H -3.33 -0.91 -4.87

Its LUMO energy (alpha / beta) is -0.1529 / -0.1858 Ha. Its HOMO-LUMO gap (alpha / beta) is 7.32 / 5.80 eV. For the energy relative to the best compared isomer or geometry (same formula, charge and spin), the calculation gives 80.3 kcal per mole. As for the total charge: +1.